1.
DFT (wB97M-V/def2-TZVPD) results for a 12-piece molecular cluster, C18H60N8O12 overall.

Values from the calculation:
E_LUMO (alpha / beta) (eV): -2.25 / -8.13
E_HOMO (alpha / beta) (eV): -10.6 / -10.6
Multiplicity: 2
Expectation value of S²: 0.7646
Charge: +1

Cartesian coordinates (Å):
C 27.9853 16.0268 -12.9200
O 26.6560 15.4325 -12.9040
H 28.7218 15.5709 -12.2583
H 28.4628 16.0536 -13.8995
H 27.8817 17.0303 -12.5072
H 26.0443 15.8384 -13.5226
C 30.9986 17.9005 -11.4849
O 30.6079 18.1130 -10.1422
H 30.9606 18.8779 -11.9659
H 32.0295 17.5546 -11.5600
H 30.2515 17.2065 -11.8700
H 30.7592 17.2863 -9.6782
C 27.5903 17.6653 -18.3076
O 28.3303 18.8892 -18.4463
H 26.8808 17.9068 -17.5162
H 27.0327 17.4600 -19.2214
H 28.1533 16.7560 -18.0973
H 27.7225 19.5676 -18.7496
C 24.0084 17.4544 -13.1469
O 24.9258 17.1510 -14.2090
H 23.7495 16.5751 -12.5571
H 24.2416 18.3130 -12.5173
H 23.0535 17.6197 -13.6457
H 25.1767 17.9306 -14.7098
C 28.5998 19.2564 -14.8081
O 28.0101 20.2433 -14.0226
H 29.1623 19.7419 -15.6056
H 29.2374 18.6252 -14.1891
H 27.8331 18.5927 -15.2078
H 27.3196 20.7059 -14.5031
C 27.1715 18.6404 -10.1385
O 27.2584 17.8247 -9.2648
N 26.0034 19.1789 -10.5814
N 28.1612 19.2484 -10.6333
H 25.9327 19.7901 -11.3823
H 25.1953 18.9539 -10.0188
H 29.0570 18.9093 -10.3131
H 28.0782 19.8248 -11.4586
C 31.4777 21.6646 -18.2025
O 32.4599 20.9124 -18.1129
N 30.2892 21.2333 -17.9302
N 31.5347 22.9458 -18.5217
H 30.1904 20.2528 -17.7087
H 29.5060 21.8403 -18.1254
H 32.4432 23.3631 -18.6652
H 30.7068 23.5026 -18.6791
C 28.2416 23.8496 -14.8934
O 27.1140 23.4857 -15.2503
N 28.5912 23.9038 -13.6438
N 29.1504 24.3168 -15.7048
H 29.5866 23.9954 -13.4995
H 27.9932 23.5072 -12.9330
H 28.9986 24.1270 -16.6851
H 30.0807 24.5789 -15.4116
C 25.4955 20.3194 -16.3570
O 25.4120 19.8864 -15.2744
N 24.9679 19.7630 -17.4134
N 26.1723 21.3707 -16.7504
H 24.9894 20.2575 -18.2938
H 24.3900 18.9462 -17.2755
H 26.5186 22.1488 -16.2074
H 26.1255 21.5217 -17.7479
C 31.5634 17.5887 -17.2905
C 32.7139 17.3993 -18.2660
C 32.3284 17.6908 -19.7265
O 33.5462 18.4076 -17.8344
H 31.6788 17.2106 -16.2747
H 30.6705 17.1263 -17.7111
H 31.2551 18.6342 -17.2839
H 33.1431 16.4067 -18.1293
H 31.9423 18.6792 -19.9758
H 31.5849 16.9756 -20.0784
H 33.0992 17.4204 -20.4481
H 33.0994 19.2518 -17.9305
C 31.4106 21.5990 -13.7370
C 31.4629 22.1279 -12.2966
C 32.8288 21.9465 -11.5741
O 31.1559 23.5273 -12.3572
H 30.4588 21.7270 -14.2524
H 31.5791 20.5240 -13.6730
H 32.1893 21.9592 -14.4094
H 30.7692 21.6210 -11.6259
H 32.8094 22.2663 -10.5322
H 33.6508 22.5295 -11.9895
H 33.0988 20.8907 -11.5937
H 30.9565 23.8343 -11.4697
C 23.6499 21.8244 -10.9903
C 23.6288 21.4710 -12.5029
C 23.3679 22.6898 -13.4080
O 24.9805 21.0330 -12.6827
H 22.6452 21.8686 -10.5699
H 24.1350 22.7835 -10.8093
H 24.0929 21.0260 -10.3949
H 22.9538 20.6261 -12.6396
H 23.6846 22.4057 -14.4115
H 23.9732 23.5666 -13.1774
H 22.3147 22.9669 -13.4531
H 25.1026 20.7512 -13.5922

2.
DFT (wB97M-V/def2-TZVPD) results for C18H61B2O9PtSr as an isolated structure.

Values from the calculation:
E_LUMO (alpha / beta) (eV): -7.17 / -7.17
E_HOMO (alpha / beta) (eV): -9.8 / -9.8
Multiplicity: 3
Expectation value of S²: 2.0448
Charge: +1

Cartesian coordinates (Å):
Pt 32.3393 5.7311 22.2225
Sr 28.5284 7.9458 17.9133
B 32.0687 9.9360 19.1263
H 31.2358 10.6198 19.1790
H 31.9520 9.1585 19.8653
H 32.0111 9.4666 18.1564
H 32.9946 10.4786 19.2382
B 33.4805 3.0960 24.1491
H 34.2150 3.8423 23.8887
H 33.2315 2.8038 23.1408
H 33.9256 2.3011 24.7273
H 32.7192 3.6833 24.6388
C 28.8911 1.8376 18.1661
C 29.8470 2.2883 19.1661
O 29.8840 3.6530 19.3065
H 28.1345 2.5462 17.8291
H 28.3514 0.9721 18.5504
H 29.3557 1.5437 17.2249
H 30.7868 1.7371 19.1984
H 29.5133 1.9522 20.1478
C 23.3405 -0.5591 19.7103
C 23.7021 0.5051 20.8149
O 23.4780 1.7973 20.3823
H 24.2422 -0.9868 19.2721
H 22.7344 -0.2760 18.8497
H 22.7712 -1.3585 20.1845
H 24.7080 0.3547 21.2066
H 22.9475 0.3227 21.5800
H 23.2675 2.2908 21.1784
C 27.9309 5.5521 26.1919
C 28.9462 6.6766 25.7947
O 28.9352 6.6872 24.3802
H 27.3488 5.1636 25.3562
H 27.1884 5.8651 26.9258
H 28.4555 4.6865 26.5963
H 29.8766 6.3516 26.2603
H 28.6004 7.6058 26.2477
H 28.3449 7.3842 24.0846
C 28.6500 -1.8358 12.3919
C 27.1895 -2.2094 11.9055
O 27.0630 -1.2680 10.7863
H 28.9545 -0.7921 12.4693
H 29.4270 -2.3503 11.8265
H 28.7572 -2.2028 13.4126
H 26.5210 -2.0875 12.7577
H 27.0989 -3.2763 11.7014
H 26.1506 -1.1126 10.5315
C 29.8001 -5.0285 18.9562
C 31.1678 -4.2482 19.2296
O 31.8262 -4.8036 20.3671
H 29.4048 -4.7368 17.9831
H 29.1303 -4.8230 19.7912
H 29.9076 -6.1101 18.8743
H 30.9256 -3.1967 19.3835
H 31.7750 -4.1373 18.3312
H 32.1935 -4.0081 20.7593
C 31.6374 4.4492 13.2664
C 31.8338 5.7616 14.0852
O 30.6184 6.4972 14.0676
H 30.6274 4.0774 13.4387
H 32.3586 3.6519 13.4461
H 31.7673 4.7129 12.2168
H 32.5980 6.4702 13.7657
H 32.1596 5.5200 15.0969
H 30.7185 7.0622 13.2979
C 23.1514 4.8533 14.8282
C 23.7315 6.0840 15.3847
O 24.5856 5.6561 16.4250
H 22.6039 4.2263 15.5319
H 23.9436 4.2185 14.4312
H 22.4397 5.0115 14.0179
H 22.9023 6.6776 15.7697
H 24.3040 6.6649 14.6616
H 24.0965 5.0853 17.0222
C 38.1295 4.6794 20.2471
C 36.8620 4.4232 19.5292
O 35.8379 5.4217 19.7982
H 38.9372 3.9906 19.9995
H 37.8655 4.6974 21.3046
H 38.4535 5.6914 20.0044
H 36.5278 3.4183 19.7872
H 37.1463 4.4232 18.4769
H 36.1018 6.1111 19.1844
C 30.2609 -1.3741 24.8307
C 31.5276 -2.2204 25.1730
O 32.6619 -1.7438 24.4632
H 29.9655 -1.3724 23.7815
H 30.3349 -0.2896 24.9116
H 29.3271 -1.4575 25.3868
H 31.3497 -3.2868 25.0341
H 31.8495 -2.0479 26.2000
H 32.7832 -0.8158 24.6771

3.
DFT (wB97M-V/def2-TZVPD) results for a 12-piece molecular cluster, C18H61BF4N3O11 overall.

Values from the calculation:
E_LUMO (eV): 2.59
E_HOMO (eV): -7.2
Multiplicity: 1
Energy above the lowest of the compared OMol25 structures with the same formula, charge and spin (eV): 0.000
Charge: -1

Cartesian coordinates (Å):
B -0.5547 -0.1512 0.1712
F -1.2515 -1.1544 -0.4257
F -1.3603 0.4420 1.1144
F 0.5793 -0.6195 0.8618
F -0.0887 0.8002 -0.7069
C 1.2803 -3.3781 4.0165
C 0.8215 -3.2334 2.6537
O -0.3410 -2.4057 2.7237
H 1.6335 -2.3816 4.2818
H 2.1592 -4.0181 4.0939
H 0.4872 -3.6210 4.7237
H 0.5723 -4.2088 2.2360
H 1.5504 -2.8023 1.9674
H -0.2833 -1.7482 2.0266
C -2.5142 3.8490 -2.7405
C -1.8886 3.9526 -1.3444
O -2.3734 3.1394 -0.3116
H -2.5068 2.7695 -2.8913
H -1.7897 4.1624 -3.4921
H -3.5081 4.2630 -2.9106
H -2.0464 4.9639 -0.9696
H -0.8020 3.8821 -1.3931
H -1.7768 2.4217 -0.0863
C -4.3496 -2.2855 2.7588
C -4.1390 -2.2836 1.2293
O -3.8110 -1.0895 0.5123
H -4.7477 -3.2172 3.1607
H -5.0538 -1.5067 3.0515
H -3.4150 -2.1760 3.3088
H -4.9641 -2.6729 0.6327
H -3.3968 -3.0248 0.9328
H -2.8717 -1.1036 0.3145
O 0.0838 -1.2991 -2.9073
H -0.5906 -1.4443 -2.2437
H 0.8174 -0.9182 -2.4246
O -0.2137 2.8505 2.0264
H 0.0988 1.9501 2.1144
H -1.1399 2.7622 1.8011
O 2.0715 3.7532 -0.1673
H 1.4378 3.1337 0.1946
H 1.7338 4.6140 0.0802
O -1.7289 -0.1340 4.4161
H -2.3103 -0.3444 3.6853
H -1.3224 -0.9692 4.6475
O 2.5018 -0.4208 -1.6515
H 2.3690 0.0485 -0.8280
H 2.2119 -1.3144 -1.4680
C -0.3878 -4.6837 -0.6652
C -1.5540 -5.6263 -1.2022
C -2.8458 -4.8347 -1.7339
O -4.0521 -5.5921 -1.7182
C -5.2677 -5.0291 -2.1538
N -1.0691 -6.5594 -2.1614
H 0.1032 -5.2166 0.1491
H -0.9023 -3.7673 -0.3762
H 0.4017 -4.3498 -1.3385
H -2.1149 -6.0762 -0.3830
H -2.5173 -4.3667 -2.6619
H -2.9879 -3.9692 -1.0867
H -5.4080 -4.0858 -1.6261
H -6.1389 -5.6308 -1.8947
H -5.2113 -4.7390 -3.2029
H -1.6825 -7.3507 -2.2948
H -1.0514 -6.0913 -3.0562
C 2.3036 7.0022 -3.5196
C 1.3028 6.0083 -4.0573
C 1.4852 4.5299 -3.5868
O 0.7020 3.7177 -4.4499
C 0.7903 2.2888 -4.1725
N 0.0472 6.6229 -3.6074
H 2.3163 7.0866 -2.4329
H 2.1125 7.9721 -3.9789
H 3.2699 6.6059 -3.8314
H 1.4816 6.0757 -5.1304
H 1.2510 4.5108 -2.5224
H 2.5278 4.2137 -3.5539
H 0.3074 1.7868 -5.0109
H 0.4330 1.9264 -3.2085
H 1.7724 1.8312 -4.2918
H -0.0501 6.6663 -2.6030
H 0.3165 7.5954 -3.5628
C 4.2224 -0.9690 1.6543
C 4.4507 0.4744 2.1603
C 3.3832 0.8548 3.2490
O 3.3676 -0.0643 4.3656
C 2.4127 0.3077 5.3184
N 5.8625 0.6265 2.4629
H 4.4629 -1.6935 2.4324
H 5.0207 -1.1521 0.9350
H 3.2371 -1.0601 1.1971
H 4.3778 1.1340 1.2955
H 2.3970 0.8357 2.7852
H 3.5431 1.8804 3.5817
H 2.2844 -0.6426 5.8367
H 1.4297 0.5013 4.8891
H 2.8280 1.1531 5.8669
H 5.9561 -0.0274 3.2269
H 5.8114 1.5379 2.8950

Max |F|? In order: 6.5 5.1 2.5 eV/Å.